A structure of composition C42H88BrIN4O28P2 in a non-equilibrium geometry. Source: the OMol25 dataset; level of theory: ωB97M-V with the def2-TZVPD basis set.

Summary:
* energy relative to the best compared isomer or geometry (same formula, charge and spin): 295.47 kcal per mole
* lowest unoccupied orbital energy: -0.967 eV
* orbital gap: 7.7 eV

Element x y z (Å)
C (6.9158, 4.7255, 0.2026)
C (6.4841, 3.3711, -0.2237)
C (5.1835, 2.5275, 0.4233)
C (3.9488, 3.6032, 0.4502)
C (3.1892, 3.8962, -0.9554)
N (1.8184, 3.2018, -1.0982)
N (2.8324, 5.3998, -0.9682)
N (3.9676, 3.6617, -2.2221)
O (5.0278, 1.3970, -0.4792)
C (4.3026, 0.2529, 0.0036)
C (2.7090, 0.4245, 0.3205)
C (2.1869, -1.0881, 0.8150)
C (0.8663, -0.8949, 1.8130)
C (-0.4335, -0.2618, 1.0102)
C (-1.7311, -1.3126, 0.9895)
C (-2.5630, -1.0100, -0.3922)
C (-3.1869, 0.5042, -0.5062)
C (-4.5596, 0.5659, 0.4065)
C (-5.8708, 0.6888, -0.5918)
C (-6.8320, 1.9279, -0.0722)
C (-7.9407, 1.4185, 1.0308)
C (-8.7078, 2.7280, 1.6655)
O (-10.0522, 2.8691, 1.0632)
C (-11.0684, 3.1442, 2.1322)
C (5.7518, 2.1296, 1.9481)
O (5.3308, 3.2936, 2.8050)
O (7.2124, 2.1210, 2.0436)
C (7.8042, 0.8089, 2.2713)
I (7.2573, -0.1015, 4.2361)
P (7.6363, -0.4300, 0.8094)
O (8.5287, -1.9285, 1.1433)
Br (8.6125, 0.3680, -1.0997)
P (9.7134, 1.1601, 2.4856)
N (10.3337, 2.0530, 1.2897)
O (10.6074, -0.3257, 2.6656)
O (9.8322, 2.0282, 4.0179)
H (6.2680, 5.4965, 0.8077)
H (8.0329, 5.0692, -0.0408)
H (7.1021, 2.8927, -1.1269)
H (4.2389, 4.6712, 0.8997)
H (3.1220, 3.1976, 1.2107)
H (1.3032, 3.7380, -1.8310)
H (1.3164, 3.1773, -0.1834)
H (2.3747, 5.5709, -0.0433)
H (3.6975, 5.9786, -1.0932)
H (4.5793, 4.4812, -2.4294)
H (3.3599, 3.4042, -3.0353)
H (4.3620, -0.5772, -0.8562)
H (4.7658, -0.3039, 0.9528)
H (2.4365, 1.1376, 1.2039)
H (2.1390, 0.6233, -0.6811)
H (1.7920, -1.6411, -0.1395)
H (3.0382, -1.6775, 1.3925)
H (1.1033, -0.2528, 2.7688)
H (0.5332, -1.9893, 2.1466)
H (-0.7439, 0.8071, 1.3886)
H (-0.0961, -0.1733, -0.1269)
H (-2.3788, -1.2128, 1.9786)
H (-1.2845, -2.4123, 0.8828)
H (-1.8056, -1.1298, -1.3040)
H (-3.4269, -1.8031, -0.5825)
H (-3.3557, 0.7368, -1.6426)
H (-2.4614, 1.3443, -0.0931)
H (-4.6108, -0.3846, 1.0939)
H (-4.4651, 1.4958, 1.1184)
H (-6.4415, -0.3338, -0.5310)
H (-5.5255, 0.9679, -1.6797)
H (-7.4244, 2.3111, -1.0154)
H (-6.2328, 2.8430, 0.3590)
H (-8.7724, 0.7752, 0.4660)
H (-7.4178, 0.7789, 1.8609)
H (-8.0579, 3.6838, 1.4130)
H (-8.7449, 2.6658, 2.8497)
H (-11.0712, 2.2848, 2.9429)
H (-10.8883, 4.1898, 2.6445)
H (-12.1219, 3.1169, 1.6017)
H (5.1980, 1.2224, 2.4284)
H (5.6848, 3.1741, 3.7354)
H (9.2058, -2.0239, 0.3836)
H (10.6669, 2.9382, 1.7780)
H (10.8963, -0.7125, 1.7871)
H (9.6455, 2.9968, 3.7590)
C (-5.8662, -4.5768, -4.4760)
O (-6.2077, -3.3022, -3.9347)
C (-7.5279, -3.1469, -3.6621)
O (-8.4000, -3.9829, -3.8399)
O (-7.7096, -1.9005, -3.1573)
C (-9.0617, -1.5946, -2.8221)
H (-4.7877, -4.5898, -4.6553)
H (-6.1069, -5.3747, -3.7661)
H (-6.3760, -4.7398, -5.4310)
H (-9.4301, -2.2733, -2.0460)
H (-9.6993, -1.6383, -3.7110)
H (-9.0899, -0.5747, -2.4285)
C (-4.4062, 0.1036, -9.8685)
O (-3.7387, -0.4138, -8.7191)
C (-4.5301, -0.5414, -7.6242)
O (-5.7159, -0.2574, -7.5594)
O (-3.7735, -1.0397, -6.6140)
C (-4.4801, -1.2280, -5.3895)
H (-3.6793, 0.1631, -10.6832)
H (-5.2162, -0.5647, -10.1780)
H (-4.7873, 1.1111, -9.6727)
H (-5.2931, -1.9496, -5.5200)
H (-4.8641, -0.2737, -5.0146)
H (-3.7788, -1.6297, -4.6529)
C (-1.0512, -6.2983, -5.1998)
O (-0.7490, -7.4344, -4.3922)
C (-1.8299, -8.0011, -3.7990)
O (-2.9862, -7.6233, -3.9044)
O (-1.4013, -9.0611, -3.0682)
C (-2.4390, -9.7593, -2.3827)
H (-0.1146, -5.9266, -5.6242)
H (-1.7162, -6.5764, -6.0239)
H (-1.4952, -5.5014, -4.5944)
H (-3.1593, -10.1758, -3.0943)
H (-2.9384, -9.1008, -1.6647)
H (-1.9829, -10.5863, -1.8314)
C (2.5478, 2.1876, 4.2885)
O (1.1914, 1.9507, 4.6604)
C (0.8833, 2.3370, 5.9242)
O (1.6505, 2.8483, 6.7249)
O (-0.4261, 2.0561, 6.1427)
C (-0.8936, 2.4115, 7.4424)
H (2.6818, 1.8410, 3.2602)
H (2.7765, 3.2577, 4.3238)
H (3.2291, 1.6234, 4.9336)
H (-0.8024, 3.4906, 7.6037)
H (-0.3499, 1.8563, 8.2136)
H (-1.9515, 2.1425, 7.5064)
C (0.8865, -1.0467, 6.8490)
O (1.6830, -2.2059, 7.0856)
C (2.9816, -2.0766, 6.7137)
O (3.4892, -1.0843, 6.2150)
O (3.6174, -3.2424, 6.9929)
C (5.0021, -3.2519, 6.6515)
H (-0.1319, -1.2623, 7.1836)
H (1.2645, -0.1948, 7.4235)
H (0.8553, -0.8113, 5.7803)
H (5.5446, -2.4881, 7.2181)
H (5.1355, -3.1047, 5.5749)
H (5.4092, -4.2313, 6.9177)
C (-4.6522, -7.2110, -1.5088)
O (-6.0086, -7.4479, -1.1369)
C (-6.3167, -7.0616, 0.1269)
O (-5.5495, -6.5503, 0.9276)
O (-7.6261, -7.3426, 0.3454)
C (-8.0936, -6.9871, 1.6451)
H (-4.5182, -7.5576, -2.5371)
H (-4.4235, -6.1410, -1.4736)
H (-3.9709, -7.7752, -0.8637)
H (-8.0024, -5.9080, 1.8063)
H (-7.5499, -7.5424, 2.4163)
H (-9.1515, -7.2561, 1.7091)
C (8.9395, 10.3651, -1.6965)
O (9.8546, 9.3461, -2.0943)
C (9.2699, 8.1632, -2.4109)
O (8.0729, 7.9239, -2.3798)
O (10.2476, 7.2927, -2.7680)
C (9.7757, 5.9963, -3.1297)
H (9.5155, 11.2658, -1.4670)
H (8.2445, 10.5988, -2.5095)
H (8.3957, 10.0652, -0.7949)
H (9.1142, 6.0553, -4.0002)
H (9.2654, 5.5216, -2.2855)
H (10.6414, 5.3838, -3.3967)

Force components x, y, z for each atom (eV/Å):
-0.57 -3.17 -1.11
1.00 3.63 0.44
2.31 2.17 -0.86
-1.19 -0.55 1.21
-1.18 1.41 -1.18
1.70 0.60 0.37
0.46 -0.91 0.75
-0.37 0.10 0.73
-0.37 0.20 2.02
-1.37 -2.04 0.34
0.01 -2.00 -0.13
-0.89 1.19 0.46
-0.39 -0.79 -0.25
0.26 -0.73 -0.70
0.69 0.41 -0.76
0.32 0.17 -0.67
0.14 -0.42 0.85
0.45 0.34 -0.76
0.19 0.92 1.27
-0.88 -0.73 -0.53
-0.25 0.61 -0.62
0.95 -0.06 0.22
0.15 0.19 2.91
-0.45 -0.32 -0.37
-2.06 1.85 1.11
1.10 -1.78 -0.15
-0.72 -3.15 0.04
2.79 1.03 0.55
-0.20 0.16 -1.20
-1.39 -2.29 -0.53
0.80 2.63 -1.90
0.19 -0.28 1.15
2.45 1.94 0.00
-0.87 -0.22 2.70
-2.02 1.98 -0.53
-0.58 -0.31 -2.87
1.41 -2.04 -0.91
-2.87 -0.75 0.12
-1.41 0.69 2.61
-0.14 -2.78 -1.04
1.67 0.87 -1.61
0.44 -0.44 1.25
0.51 0.28 -1.24
0.75 0.35 -1.03
-1.05 -0.66 0.61
-0.92 -1.05 0.11
0.73 0.60 1.33
0.02 2.02 1.75
-0.63 1.51 -1.91
0.65 -0.99 -1.92
1.10 0.27 2.19
1.02 0.69 1.90
-1.79 1.12 -1.34
-0.25 -1.30 -1.86
0.81 2.37 -0.44
0.67 -2.18 -0.66
-0.79 0.05 2.33
1.32 -0.28 -2.17
-1.06 2.33 0.46
-1.44 0.08 2.00
1.71 1.70 0.54
0.03 -0.40 2.24
-1.20 -1.98 -0.94
0.04 1.79 -1.41
-0.45 -1.74 -1.40
0.90 2.08 -0.52
-0.66 -0.90 2.14
1.04 -0.57 1.91
-0.92 -1.95 -0.85
1.89 1.28 1.37
-1.04 1.21 -1.54
-1.41 -1.78 0.44
-0.18 0.00 -2.44
0.18 1.74 -1.57
-0.33 -2.07 -1.04
2.25 0.22 1.04
1.56 1.14 -1.14
-0.41 -0.16 -1.69
-1.46 0.17 1.69
-0.34 -1.33 -1.08
-0.63 1.12 1.25
0.37 -2.16 0.46
0.16 -0.54 -0.20
-1.01 0.25 0.40
-0.56 -0.36 -0.03
1.35 1.27 0.26
0.42 -0.94 -0.41
-0.52 0.16 0.14
-0.18 0.26 0.15
-0.11 0.13 -0.21
-0.04 -0.04 0.26
0.02 0.01 -0.27
0.10 -0.16 0.20
0.31 -0.19 -0.12
-0.22 0.18 -0.42
-0.43 -0.16 0.89
-0.44 0.07 0.16
1.72 -0.41 -0.13
-0.35 0.46 -1.07
-0.34 -0.14 0.42
0.06 -0.12 0.36
0.04 0.21 0.16
-0.08 -0.26 0.02
0.17 0.41 -0.01
-0.08 -0.20 -0.14
0.05 0.08 -0.34
-0.08 0.45 -0.34
-0.86 -0.63 0.62
0.01 0.00 -0.04
1.70 -0.49 -0.10
-0.19 0.99 -0.72
-0.36 -0.35 0.33
-0.06 -0.30 0.24
0.00 0.08 0.25
-0.06 -0.20 -0.13
0.04 0.21 0.13
0.15 -0.28 -0.36
0.17 0.26 -0.24
0.61 0.14 -0.10
-0.54 0.19 1.00
0.48 0.23 0.25
-1.18 -0.76 -1.16
0.92 0.08 -0.34
-0.21 0.14 0.46
-0.30 0.00 0.20
-0.01 -0.22 0.09
-0.12 0.16 0.00
0.15 -0.24 0.04
0.02 0.23 -0.12
0.24 -0.05 -0.30
-0.35 0.43 -0.13
1.14 -0.08 -0.23
0.07 0.27 -0.13
-0.66 -1.33 0.65
-0.66 0.88 -0.16
0.50 -0.05 -0.13
0.30 -0.23 0.00
0.07 -0.09 -0.20
0.12 0.06 0.20
-0.13 -0.03 -0.21
-0.02 0.13 0.21
-0.36 0.14 0.04
0.25 0.09 -0.35
-0.50 0.28 1.16
0.27 0.18 0.20
-1.10 -0.73 -1.11
0.97 0.14 -0.31
-0.20 0.12 0.45
-0.38 0.07 0.45
0.03 -0.18 0.18
-0.21 0.38 0.10
0.14 -0.23 0.03
0.02 0.23 -0.14
0.24 -0.04 -0.30
-0.31 0.38 0.14
-0.27 -0.97 -0.28
-0.43 -0.15 -0.01
1.71 0.36 -0.03
-0.63 0.88 0.33
-0.15 -0.52 -0.15
0.14 -0.35 -0.12
0.02 -0.17 0.21
-0.02 -0.02 -0.27
-0.01 0.01 0.27
-0.06 0.15 -0.21
-0.01 0.37 0.13

Atom charges from the Mulliken analysis, given in e for atoms 1 to 2: -0.9140, -0.5075